Record 1
A single CH4BNO2 molecule at a distorted geometry, computed with ωB97M-V/def2-TZVPD.

- frontier orbital gap (eV) = 10.240
- ΔE to the lowest compared entry with this formula, charge and spin (kcal per mole) = 39.0
- E_HOMO (eV) = -10.82

Each atom is followed by the atoms it is bonded to, with distances in Å.
Cartesian coordinates (Å):
1 O -0.266 0.843 1.433  N3 1.285, B5 1.587
2 O -2.340 1.470 1.050  N3 1.185
3 N -1.300 1.026 0.693  O1 1.285, O2 1.185, B5 1.584
4 C 0.723 -1.041 -0.487  B5 1.735, H6 1.080, H7 1.201, H9 1.120
5 B -0.046 0.463 -0.092  O1 1.587, N3 1.584, C4 1.735, H8 1.189
6 H 0.766 -1.132 -1.563  C4 1.080
7 H 1.798 -0.878 0.024  C4 1.201
8 H 0.416 1.271 -0.831  B5 1.189
9 H 0.249 -2.022 -0.226  C4 1.120

---

Record 2
A single C4H3N molecule at a distorted geometry, computed with ωB97M-V/def2-TZVPD.

- frontier orbital gap (eV) = 9.627
- ΔE to the lowest compared entry with this formula, charge and spin (kcal per mole) = 62.9
- SMILES string = C#CCC#N
- E_HOMO (eV) = -9.90

Each atom is followed by the atoms it is bonded to, with distances in Å.
Cartesian coordinates (Å):
1 N -0.494 -1.736 -0.652  C5 1.170
2 C -0.024 -0.472 1.366  C3 1.211, H8 1.066
3 C 0.220 0.612 0.882  C2 1.211, C4 1.470
4 C 0.187 0.883 -0.562  C3 1.470, C5 1.674, H6 1.097, H7 1.098
5 C -0.240 -0.662 -1.041  N1 1.170, C4 1.674
6 H 1.162 1.168 -0.977  C4 1.097
7 H -0.581 1.611 -0.854  C4 1.098
8 H -0.230 -1.406 1.837  C2 1.066

---

Record 3
A single C5H6O2 molecule, computed with ωB97M-V/def2-TZVPD.

- frontier orbital gap (eV) = 10.394
- ΔE to the lowest compared entry with this formula, charge and spin (kcal per mole) = 61.9
- SMILES string = C=C=C(C=O)CO
- E_HOMO (eV) = -9.86

Each atom is followed by the atoms it is bonded to, with distances in Å.
Cartesian coordinates (Å):
1 O 1.709 -1.155 0.718  C4 1.207
2 O -1.210 -2.014 0.899  C6 1.410, H12 0.968
3 C -0.025 1.163 -0.563  C5 1.310, C7 1.308
4 C 1.046 -0.732 -0.198  O1 1.207, C7 1.506, H8 1.107
5 C 0.695 2.061 -1.190  C3 1.310, H11 1.088, H13 1.085
6 C -1.345 -0.612 0.853  O2 1.410, C7 1.517, H9 1.094, H10 1.099
7 C -0.255 0.003 -0.004  C3 1.308, C4 1.506, C6 1.517
8 H 1.389 -0.763 -1.251  C4 1.107
9 H -2.328 -0.415 0.415  C6 1.094
10 H -1.345 -0.179 1.864  C6 1.099
11 H 1.439 2.635 -0.642  C5 1.088
12 H -0.381 -2.211 1.359  O2 0.968
13 H 0.610 2.219 -2.260  C5 1.085

---

Record 4
2 unconnected molecules or ions with the total composition C6H5FNO at a distorted geometry, computed with ωB97M-V/def2-TZVPD.

- frontier orbital gap (alpha / beta) (eV) = 6.564 / 6.559
- ΔE to the lowest compared entry with this formula, charge and spin (kcal per mole) = 0.0
- net charge = -1
- E_HOMO (alpha / beta) (eV) = -4.05 / -4.05

Each atom is followed by the atoms it is bonded to, with distances in Å.
Cartesian coordinates (Å):
1 F 2.996 -1.550 -1.798  no bonds
2 O 3.051 2.624 0.145  N3 1.253
3 N 2.340 1.937 0.914  O2 1.253, C8 1.364
4 C -0.638 -0.154 1.110  C6 1.335, C7 1.433, H14 1.121
5 C 0.527 -0.665 -0.884  C7 1.375, C9 1.371, H13 1.020
6 C 0.221 0.832 1.380  C4 1.335, C8 1.423, H12 1.057
7 C -0.535 -0.967 -0.065  C4 1.433, C5 1.375, H10 1.094
8 C 1.369 1.044 0.565  N3 1.364, C6 1.423, C9 1.426
9 C 1.443 0.331 -0.667  C5 1.371, C8 1.426, H11 1.091
10 H -1.319 -1.712 -0.227  C7 1.094
11 H 2.359 0.304 -1.259  C9 1.091
12 H 0.043 1.399 2.253  C6 1.057
13 H 0.701 -1.165 -1.756  C5 1.020
14 H -1.568 -0.318 1.713  C4 1.121